Density functional theory data (wB97M-V/def2-TZVPD) for a cluster of 9 separate species, C46H119N9O14 in total in a non-equilibrium geometry.

XYZ file:
```
188
Properties=species:S:1:pos:R:3:forces:R:3
O -0.1039 5.6910 3.3335 -0.40 0.22 -0.27
O -6.5979 5.2261 1.7325 -0.66 -0.60 -1.15
O -0.9749 2.3087 9.6855 -0.58 -0.22 -0.51
O -4.4997 -2.8403 -1.3796 -0.79 -0.22 1.62
O 0.1681 0.9052 -0.1247 0.17 -0.36 0.24
O 1.6902 -6.3358 -11.3686 1.62 -0.24 -1.14
O -2.7853 -4.1977 4.0030 -1.31 -1.00 -0.77
O 3.6757 -1.0413 3.7740 -1.54 0.02 0.89
O 0.4319 9.8615 -0.2229 -0.81 1.42 1.46
O -1.2049 -5.6924 -6.2740 -0.29 -0.11 0.02
O 6.3915 3.1250 2.5248 0.68 -1.76 0.91
O 3.2025 -7.7249 -4.9961 -0.10 -0.11 0.50
O 0.7160 4.9858 -4.3136 -1.74 -0.24 -0.06
O 2.9736 -3.1423 -4.0715 -0.17 0.08 1.14
N -0.6293 -5.9465 -9.9093 1.20 -0.05 1.09
N -4.1770 -4.7649 1.1761 -0.03 0.21 -0.77
N -3.0185 -0.8757 0.8754 -0.17 0.78 0.50
N 4.8495 -5.3539 -3.6018 -0.49 1.35 1.45
N -6.3705 2.3562 1.6984 0.70 -0.04 1.33
N 6.1462 0.1760 2.8723 1.02 -0.10 0.09
N -3.9151 2.5833 9.0893 0.04 -0.84 0.39
N 1.5252 5.8620 6.6802 -0.62 -0.98 -0.27
N 1.4595 7.0034 -2.2475 0.22 -0.50 1.44
C 1.0291 7.6973 -1.0207 0.46 -0.46 -0.76
C -6.2906 3.1390 0.5156 -2.85 0.14 -1.29
C 2.5308 -1.0680 4.6670 0.32 0.02 -0.22
C -3.4493 2.0054 6.6463 0.45 -0.08 2.13
C 7.5194 2.2550 2.8678 -1.51 0.07 1.21
C -7.1387 4.4485 0.6500 1.85 0.00 -0.33
C 0.8258 9.6457 1.1241 0.16 -0.60 -0.13
C -4.6721 -5.2387 2.4688 1.67 0.66 -0.73
C 1.3472 -7.3054 -10.4324 -0.32 -0.51 0.23
C -1.5252 2.5422 8.3830 -1.12 -0.58 -0.20
C -3.6970 -3.2594 4.5075 0.13 0.55 0.30
C 1.7464 -2.4703 -4.1088 -0.14 0.06 -1.23
C 6.9327 1.0580 3.7244 0.45 1.73 -1.25
C -2.9886 1.8937 8.2023 1.27 1.64 -1.87
C -1.0911 -6.2863 -7.5561 0.02 -0.07 0.33
C 3.0512 -6.5742 -11.7464 0.20 1.38 -0.03
C 3.2642 -8.9360 -5.7731 -0.21 0.94 -0.01
C 0.8238 4.1367 -5.4341 1.04 0.47 -0.52
C 3.2987 -3.4759 -2.7098 1.17 -0.12 -1.44
C 1.7909 4.8951 -3.4228 -0.18 -0.99 0.23
C -1.6149 -0.4506 1.0288 -0.55 -1.21 -0.50
C 1.4863 5.5256 -2.0571 0.65 1.23 -1.44
C 5.9913 -1.1720 3.4362 0.69 1.34 -1.43
C 0.3331 2.8221 9.8004 0.34 -0.10 -0.56
C -0.1616 -7.2804 -10.3213 0.81 -0.29 0.42
C 1.3802 5.8687 5.2261 0.09 0.00 -0.89
C -0.7838 -1.7348 1.0245 0.11 1.02 -0.28
C 4.8952 -1.2139 4.4312 0.68 -1.09 0.61
C -4.7991 -4.2275 -1.2508 0.56 0.63 0.44
C -1.4466 5.6807 2.8251 0.25 -0.74 1.04
C -7.1404 6.5175 1.8660 0.62 0.44 2.02
C 4.1198 -6.4596 -2.9582 -1.06 -0.53 -1.86
C -4.2325 -2.4829 -2.6671 0.30 0.76 -1.68
C -3.4997 -5.3525 3.4875 0.22 -0.97 0.35
C 4.1883 -7.6770 -3.9362 0.29 -0.64 0.18
C 4.7234 -4.0051 -2.8462 0.24 -2.52 -0.06
C 0.7749 1.4335 1.0548 -1.34 0.15 -0.23
C -6.9482 2.2870 -0.6206 0.84 0.22 -0.57
C -0.1595 -5.5627 -8.5176 -1.80 -0.18 -0.65
C -0.1880 -6.0641 -5.3712 0.63 0.53 -0.59
C -0.0306 5.4988 4.7396 0.31 -0.69 0.08
C 2.4569 4.9559 4.5723 -0.64 0.98 -0.04
C 6.6765 4.2167 1.7134 0.42 -0.45 -0.36
C -5.2264 -4.6266 0.1679 0.06 0.16 -0.66
C -1.2411 0.6244 -0.0014 1.22 0.23 0.20
C 1.1875 9.1941 -1.1689 -0.03 -0.28 -0.28
H 2.6406 5.3050 -3.9687 0.51 0.44 0.64
H -2.9017 0.8359 8.4505 -0.24 0.05 0.23
H 0.7626 0.7297 1.8870 0.37 -0.31 -0.04
H 1.7069 4.4504 -5.9907 0.21 0.13 -0.41
H -0.0297 -5.3233 -10.4310 -0.36 0.18 -0.89
H -1.4967 -0.0440 2.0333 -0.24 0.27 0.06
H 5.2503 0.6163 2.7185 -0.14 -0.14 -0.14
H 2.6408 -0.4084 5.5278 0.32 0.37 -0.09
H -4.3135 -3.6907 5.2961 -0.32 -0.16 -0.01
H -0.3417 -4.4888 -8.4782 0.03 0.02 0.26
H 0.8325 2.3955 10.6703 -0.24 -0.05 -0.02
H 2.3085 -2.0413 5.1045 0.43 -0.43 -0.26
H 1.6242 -0.7773 4.1363 0.32 0.13 -0.34
H -0.8862 2.1777 7.5786 0.44 -0.33 0.09
H -2.6859 -6.0244 3.2149 -0.11 0.22 -1.01
H 2.3509 6.4046 6.8897 -0.15 0.13 0.37
H 1.0248 3.0825 -5.2436 -0.35 -0.19 0.69
H -0.5646 -7.5720 -11.2913 -0.16 0.34 -0.07
H -0.1107 -7.1493 -5.3051 -0.06 -0.09 0.41
H 2.4276 5.0322 3.4854 -0.09 0.11 0.00
H -2.8345 1.3449 6.0348 0.06 0.24 -0.09
H -5.6234 -4.4598 -1.9252 -0.13 -0.10 -0.14
H 0.4029 3.9091 9.8429 -0.45 0.28 0.25
H 8.1137 1.8650 2.0415 -0.58 -0.04 -0.62
H 0.8891 2.5733 8.8965 0.32 -0.29 -0.03
H 5.7190 4.6755 1.4673 0.20 0.15 -0.07
H 0.5992 10.4534 1.8202 -0.24 0.44 -0.62
H 0.1250 2.2468 1.3776 0.19 0.53 0.25
H 5.1718 -7.6882 -4.4060 0.25 0.08 0.00
H 0.8887 -5.7435 -8.2793 0.12 -0.13 -0.19
H 5.8525 -1.8555 2.5985 -0.43 -0.22 0.12
H 5.3815 -3.3025 -3.3574 -0.37 0.12 -0.10
H 3.7242 -6.2411 -10.9562 0.04 -0.48 0.56
H 1.7766 1.8107 0.8491 -0.13 -0.25 -0.15
H -1.5838 3.6218 8.2449 -0.29 0.30 -0.16
H 2.0130 3.8412 -3.2550 0.09 -0.35 0.10
H 3.3107 -2.6112 -2.0462 -0.18 0.34 -0.09
H 4.3100 -5.2420 -4.4482 0.21 0.36 -0.52
H -6.9051 4.9519 -0.2882 -0.53 0.54 -0.20
H 6.3356 1.4637 4.5410 0.01 0.34 0.20
H -8.0372 2.2428 -0.6363 -0.13 0.45 0.52
H -8.2099 4.2768 0.7556 -0.08 -0.15 0.11
H -6.6694 2.6353 -1.6151 0.09 0.16 -0.04
H 0.6031 5.1453 -1.5439 -0.49 -0.22 -0.47
H 3.2515 -7.6087 -12.0251 -0.16 -0.04 0.03
H 5.0331 -2.1858 4.9050 -0.78 -0.44 0.37
H -0.0227 4.2192 -6.1158 -0.18 0.22 0.46
H 7.1738 3.8304 0.8237 -0.02 0.37 -0.49
H -3.3986 3.0453 6.3237 0.31 0.01 -0.13
H 0.7721 -5.6819 -5.7178 0.36 -0.14 -0.18
H -0.8489 -2.2214 0.0513 0.15 -0.10 -0.03
H 2.2845 3.9086 4.8207 0.08 0.07 0.29
H -1.5384 0.4125 -1.0284 -0.17 -0.47 0.12
H -7.2853 7.1625 0.9994 0.20 -0.50 -0.40
H 7.3551 4.9216 2.1937 -0.01 0.28 0.14
H -3.9561 -5.9809 4.2522 -0.16 0.57 1.11
H -0.4050 -8.1085 -9.6556 -0.56 0.31 0.40
H -2.0153 6.5146 3.2366 0.05 0.43 -0.44
H 5.0969 -0.4767 5.2083 -0.32 0.37 0.13
H 8.2405 2.8207 3.4577 -0.04 0.25 0.38
H 0.8112 7.2583 -2.9788 -0.11 -0.29 -0.23
H -8.0136 6.5655 2.5166 -0.80 -0.53 -0.48
H -5.9454 -3.8932 0.5329 -0.57 0.09 -0.25
H -4.2280 -1.3967 -2.7578 0.41 0.09 0.30
H -1.9826 4.8043 3.1892 0.02 -0.40 0.17
H 2.4558 -8.9108 -6.5038 0.03 0.45 -0.07
H -4.3073 -2.8451 3.7050 -0.22 0.11 0.07
H 4.2096 -8.9779 -6.3140 0.15 -0.22 0.05
H -3.2972 -2.9055 -3.0342 0.38 0.05 0.00
H 0.8016 9.5609 -2.1200 0.11 -0.22 -0.21
H -5.2691 3.4568 0.3066 0.06 -0.30 -0.10
H -3.8975 -4.7410 -1.5846 -0.01 -0.61 0.11
H 1.5812 -2.2274 -5.1584 -0.01 0.33 0.00
H 3.0669 -9.8643 -5.2370 0.38 0.08 0.64
H -4.9750 -2.7628 -3.4144 -0.54 -0.52 0.14
H -6.4383 6.9733 2.5641 0.38 0.57 -0.42
H -0.7624 -7.3245 -7.5065 0.20 -0.30 0.49
H 1.7109 -8.2918 -10.7205 -0.17 -0.32 -0.43
H 3.3683 -5.9031 -12.5447 -0.62 -0.13 -0.41
H 0.3146 8.7713 1.5268 0.09 -0.28 0.05
H 1.8890 -7.1242 -9.5041 -0.19 0.24 0.47
H 1.9026 9.4826 1.1690 0.20 -0.09 0.09
H 7.8087 0.6049 4.1885 -0.09 -0.59 -0.22
H 1.7877 -1.5585 -3.5131 -0.27 0.04 0.13
H 2.2372 9.4770 -1.0904 0.29 -0.01 -0.09
H -0.3240 -5.5487 -4.4205 -0.50 -0.40 0.08
H 0.6891 6.3068 7.0312 0.22 0.32 0.59
H -3.8792 -3.8089 1.3080 0.65 0.23 0.14
H -3.1509 -2.4394 4.9738 0.20 -0.02 -0.17
H 4.3843 -6.7258 -1.9348 0.73 0.06 -0.22
H 4.0973 -8.6082 -3.3770 -0.06 -0.12 0.26
H 2.3010 5.2202 -1.4006 0.33 0.43 0.04
H 1.4659 6.9199 4.9510 0.49 0.05 -0.87
H 0.2373 -1.4131 1.2293 0.24 -0.60 -0.05
H -0.0016 7.4519 -0.7647 -0.36 0.10 0.09
H 1.6390 7.3697 -0.1789 0.14 -0.21 -0.03
H -0.8167 6.0410 5.2652 -0.04 0.57 0.05
H -2.0988 -6.3684 -7.9634 0.02 0.51 -0.15
H -1.1792 -2.3994 1.7927 0.19 0.00 -0.01
H -6.6541 1.2380 -0.5834 0.37 0.06 0.27
H -3.9022 3.5836 8.9500 0.02 0.20 -0.53
H -5.0917 -6.2256 2.2735 0.03 -0.14 0.48
H -0.2261 4.4539 4.9805 -0.03 -0.43 -0.03
H -1.4753 5.5756 1.7406 0.39 0.58 0.09
H -1.7547 1.5404 0.2904 -0.18 0.33 0.07
H -3.6198 -0.0714 0.9835 -0.32 0.17 0.23
H 6.9698 -1.4251 3.8443 -0.16 -0.18 0.40
H -7.3331 2.0952 1.8574 -0.25 -0.26 -0.09
H -5.4539 -4.5796 2.8460 -0.29 -0.05 0.31
H -4.4937 1.7165 6.5287 0.04 -0.18 0.26
H -5.7468 -5.5562 -0.0625 -0.03 -0.35 0.75
H -3.4459 2.4859 9.9784 -0.35 -0.02 0.67
H 3.0515 -6.2496 -2.9073 -0.40 0.18 0.20
H 5.1905 -4.2018 -1.8811 -0.15 0.10 0.22
H -3.2470 -1.2261 -0.0439 0.35 -0.33 -0.29
H 2.5506 -4.1811 -2.3476 0.16 -0.25 0.24
H 0.9047 -3.1153 -3.8566 -0.09 -0.07 0.56
H -6.1890 3.0408 2.4184 0.24 -0.22 0.80
H 3.4428 5.2940 4.8914 0.07 -0.27 0.11
```
Positions in Å, forces in eV/Å.

Calculated values
energy relative to the best compared isomer or geometry (same formula, charge and spin) = 103.67 kcal per mole
strongest force on any atom = 3.132 eV Å⁻¹
LUMO energy = 0.352 eV
Kohn-Sham gap = 8.90 eV
SMILES = COC[C@H](C)N.COC[C@H](C)N.COC[C@H](C)N.COC[C@H](C)N.COCCNCCOC.COCCNCCOC.COCCNCCOC.COCCNCCOC.COCCNCCOC

Atomic partial charges in e from the Mulliken method, atoms 1 to 99:
1 O -0.08
2 O -0.25
3 O -0.38
4 O -0.13
5 O -0.39
6 O -0.36
7 O -0.34
8 O -0.18
9 O -0.43
10 O -0.35
11 O -0.18
12 O -0.15
13 O -0.30
14 O -0.31
15 N -0.45
16 N -0.35
17 N -0.40
18 N -0.48
19 N -0.68
20 N -0.29
21 N -0.76
22 N -0.63
23 N -0.35
24 C -0.46
25 C 0.49
26 C -0.73
27 C -1.35
28 C -0.80
29 C -0.83
30 C -0.56
31 C -0.62
32 C -0.43
33 C -0.64
34 C -0.63
35 C -0.65
36 C -0.59
37 C 0.38
38 C -0.61
39 C -0.80
40 C -0.76
41 C -0.74
42 C -0.30
43 C -0.64
44 C 0.69
45 C -0.43
46 C -0.92
47 C -0.67
48 C -0.67
49 C 0.47
50 C -1.27
51 C -0.35
52 C -0.77
53 C -0.97
54 C -0.83
55 C -0.28
56 C -0.98
57 C -0.71
58 C -0.98
59 C -0.91
60 C -0.51
61 C -1.53
62 C -0.26
63 C -0.80
64 C -0.90
65 C -1.32
66 C -0.76
67 C -0.60
68 C -0.65
69 C -0.55
70 H 0.34
71 H 0.33
72 H 0.07
73 H 0.31
74 H 0.33
75 H 0.20
76 H 0.23
77 H 0.33
78 H 0.37
79 H 0.36
80 H 0.26
81 H 0.33
82 H 0.11
83 H 0.41
84 H 0.35
85 H 0.25
86 H 0.29
87 H 0.32
88 H 0.34
89 H 0.28
90 H 0.36
91 H 0.40
92 H 0.28
93 H 0.39
94 H 0.27
95 H 0.18
96 H 0.31
97 H 0.27
98 H 0.40
99 H 0.21